Run i
{"formula": "C4H8N4", "method": "the ωB97M-V functional and the def2-TZVPD basis", "species": ["N", "C", "C", "C", "N", "N", "C", "N", "H", "H", "H", "H", "H", "H", "H", "H"], "xyz": [[2.382, -0.145, 0.695], [1.636, -0.635, -0.586], [0.250, -0.531, -0.345], [-0.813, -1.458, -0.160], [-1.913, -0.750, 0.141], [-1.655, 0.587, 0.226], [-0.434, 0.682, -0.064], [0.024, 2.040, -0.062], [2.136, -0.765, 1.450], [1.864, 0.773, 1.050], [1.995, -1.658, -0.670], [1.874, -0.009, -1.458], [-0.701, -2.483, -0.002], [-2.825, -1.034, 0.880], [-0.835, 2.670, -0.482], [0.788, 2.038, -0.832]], "smiles": "NCc1c[nH]nc1N", "homo_ha": -0.3129, "total_charge": 0}


Run ii
{"formula": "C4H8N4", "method": "the ωB97M-V functional and the def2-TZVPD basis", "species": ["C", "C", "C", "C", "H", "H", "H", "H", "H", "H", "H", "H", "N", "N", "N", "N"], "xyz": [[0.489, -1.627, -0.467], [0.697, 0.497, 0.395], [-1.185, 1.798, 1.431], [-1.272, 1.894, -0.058], [0.504, -1.591, -2.445], [0.891, -2.955, -1.667], [1.081, -3.265, 0.141], [2.207, 0.646, 1.052], [-1.708, 0.908, 1.683], [-0.932, 2.636, 2.300], [-1.129, 2.874, -0.444], [-1.647, 1.169, -0.629], [1.264, -1.973, -1.781], [0.762, -2.409, 0.463], [-0.211, -0.397, -0.408], [0.188, 1.793, 0.433]], "homo_ha": -0.3411, "total_charge": 0}


What should be chosen as the most stable of them? Choose run i.


Run i
{"formula": "C4H8N4", "method": "the ωB97M-V functional and the def2-TZVPD basis", "species": ["C", "N", "C", "C", "N", "C", "N", "N", "H", "H", "H", "H", "H", "H", "H", "H"], "xyz": [[2.479, -0.177, -0.089], [1.441, 0.931, -0.127], [0.250, 0.508, 0.022], [-0.866, 1.548, 0.059], [-2.201, 0.940, -0.110], [-2.255, -0.278, -0.068], [-1.304, -1.265, -0.154], [-0.029, -0.827, 0.199], [2.543, -0.441, 1.170], [2.274, -1.226, -0.671], [3.593, 0.119, -0.397], [-0.809, 2.415, -0.791], [-0.813, 2.190, 0.981], [-3.242, -0.682, 0.009], [-1.714, -2.278, 0.237], [0.653, -1.478, -0.268]], "smiles": "C/N=C1/CN=CNN1", "homo_ha": -0.3157, "total_charge": 0}


Run ii
{"formula": "C4H8N4", "method": "the ωB97M-V functional and the def2-TZVPD basis", "species": ["N", "N", "C", "N", "C", "C", "N", "C", "H", "H", "H", "H", "H", "H", "H", "H"], "xyz": [[2.598, 0.218, -0.216], [1.211, 0.063, 0.063], [0.434, 1.368, -0.032], [-0.807, 1.642, -0.122], [-1.774, 0.677, 0.286], [-1.606, -0.721, -0.407], [-0.591, -1.447, -0.035], [0.608, -1.102, 0.247], [3.055, 0.271, 0.661], [3.263, -0.683, -0.586], [1.076, 2.125, -0.436], [-2.738, 0.908, 0.059], [-1.852, 0.408, 1.445], [-2.563, -1.209, -0.182], [-1.585, -0.749, -1.574], [1.271, -1.769, 0.828]], "smiles": "NN1C=NCCN=C1", "homo_ha": -0.3100, "total_charge": 0}


What should be chosen as the most stable of them? Choose run i.


Run i
{"formula": "C4H8N4", "method": "the ωB97M-V functional and the def2-TZVPD basis", "species": ["C", "C", "C", "C", "H", "H", "H", "H", "H", "H", "H", "H", "N", "N", "N", "N"], "xyz": [[0.854, 2.050, -0.680], [-0.850, -1.342, -0.410], [-0.647, -1.619, 1.118], [-0.338, 0.706, 1.169], [0.623, 1.569, -2.755], [1.576, 2.727, 0.343], [1.078, -0.816, -0.623], [-0.505, -2.183, -1.218], [-1.745, -0.885, -0.702], [-1.367, -2.698, 1.707], [0.494, -1.930, 1.372], [-0.224, 1.792, 1.605], [1.280, 2.372, -1.852], [0.137, 0.907, -0.107], [0.314, -0.339, -0.885], [-0.681, -0.311, 1.919]], "homo_ha": -0.3308, "total_charge": 0}


Run ii
{"formula": "C4H8N4", "method": "the ωB97M-V functional and the def2-TZVPD basis", "species": ["N", "N", "C", "N", "C", "N", "C", "C", "H", "H", "H", "H", "H", "H", "H", "H"], "xyz": [[0.610, 2.194, 0.054], [-0.882, 1.834, 0.281], [-1.129, 0.746, -0.326], [-0.345, 0.233, -1.354], [-0.106, -0.974, -1.083], [-0.101, -1.478, 0.120], [0.959, -2.012, 0.782], [0.491, -0.792, 1.326], [0.626, 3.060, 0.322], [1.004, 2.060, -0.916], [-2.234, 0.254, -0.077], [0.609, -1.261, -2.045], [2.004, -2.207, 0.132], [1.015, -2.787, 1.558], [-0.305, -0.637, 2.151], [1.017, 0.220, 0.982]], "smiles": "N/N=C\\N=C/N1CC1", "homo_ha": -0.3268, "total_charge": 0}


What should be chosen as the most stable of them? Choose run ii.


Run i
{"formula": "C4H8N4", "method": "the ωB97M-V functional and the def2-TZVPD basis", "species": ["C", "N", "N", "C", "C", "N", "N", "C", "H", "H", "H", "H", "H", "H", "H", "H"], "xyz": [[0.612, -1.522, -0.281], [-0.606, -1.776, -0.251], [-1.460, -0.657, -0.167], [-1.227, 0.212, 0.946], [-0.502, 1.472, 0.645], [0.303, 1.838, -0.259], [0.728, 0.867, -1.202], [1.395, -0.308, -0.692], [1.244, -2.343, 0.099], [-2.433, -0.923, -0.305], [-2.284, 0.552, 1.324], [-0.659, -0.377, 1.696], [-0.682, 2.236, 1.387], [1.336, 1.419, -1.812], [1.966, 0.000, 0.210], [2.269, -0.690, -1.336]], "smiles": "C1=N\\NC/C=N\\NC/1", "homo_ha": -0.2891, "total_charge": 0}


Run ii
{"formula": "C4H8N4", "method": "the ωB97M-V functional and the def2-TZVPD basis", "species": ["C", "C", "C", "C", "H", "H", "H", "H", "H", "H", "H", "H", "N", "N", "N", "N"], "xyz": [[-3.674, -0.137, 0.117], [-0.011, -0.558, -0.336], [0.382, 0.642, -0.028], [3.600, -0.411, 0.278], [-3.892, 1.122, -0.581], [-4.223, -0.105, 1.227], [-3.871, -1.340, -0.770], [0.466, -1.580, -0.608], [0.097, 1.591, 0.640], [2.324, 1.678, -0.255], [3.989, 0.612, 0.051], [4.466, -1.257, 0.690], [-2.292, 0.301, 0.158], [-1.493, -0.733, -0.159], [1.765, 0.718, -0.431], [2.368, -0.543, 0.008]], "homo_ha": -0.3043, "total_charge": 0}


Run iii
{"formula": "C4H8N4", "method": "the ωB97M-V functional and the def2-TZVPD basis", "species": ["C", "C", "C", "C", "N", "N", "N", "N", "H", "H", "H", "H", "H", "H", "H", "H"], "xyz": [[-0.584, 0.791, 0.661], [0.740, 1.031, -0.154], [0.918, 2.433, -0.493], [-0.689, -2.782, 0.002], [1.316, 0.009, -0.571], [0.937, -1.216, -0.317], [-1.171, -0.544, 0.677], [-0.282, -1.433, 0.252], [-0.373, 1.058, 1.673], [-1.432, 1.543, 0.336], [0.830, 3.065, 0.414], [0.049, 2.685, -1.174], [1.848, 2.551, -1.130], [-1.325, -2.750, -0.811], [0.239, -3.253, -0.295], [-1.019, -3.188, 0.929]], "homo_ha": [-0.2927, -0.2927], "total_charge": 0}


What should be chosen as the most stable of them? Choose run i.


Run i
{"formula": "C4H8N4", "method": "the ωB97M-V functional and the def2-TZVPD basis", "species": ["C", "C", "N", "N", "C", "C", "N", "N", "H", "H", "H", "H", "H", "H", "H", "H"], "xyz": [[1.656, -1.118, 0.024], [1.905, 0.254, 0.259], [0.996, 1.315, -0.294], [-0.249, 1.247, 0.519], [-1.375, 0.722, -0.294], [-1.757, -0.612, 0.047], [-0.458, -1.071, 0.562], [0.383, -1.465, -0.312], [2.386, -1.773, -0.317], [2.962, 0.297, 0.200], [1.400, 2.166, -0.173], [-0.127, 0.368, 1.238], [-2.301, 1.361, -0.379], [-0.650, 0.194, -1.131], [-2.295, -1.139, -0.737], [-2.476, -0.745, 0.790]], "smiles": "C1=C\\NNCC/N=N/1", "homo_ha": -0.2995, "total_charge": 0}


Run ii
{"formula": "C4H8N4", "method": "the ωB97M-V functional and the def2-TZVPD basis", "species": ["C", "N", "C", "N", "C", "N", "N", "C", "H", "H", "H", "H", "H", "H", "H", "H"], "xyz": [[1.620, -1.960, -0.318], [0.323, -1.560, 0.000], [0.117, -0.118, 0.001], [1.102, 0.653, -0.246], [0.976, 1.955, -0.168], [0.944, 3.163, -0.041], [-1.201, 0.140, 0.202], [-1.749, 1.543, 0.269], [2.183, -1.787, 0.596], [1.934, -1.780, -1.211], [1.714, -3.088, -0.219], [-0.422, -1.949, -0.648], [-1.829, -0.621, 0.637], [-1.282, 2.050, 1.137], [-2.904, 1.646, 0.597], [-1.525, 1.713, -0.589]], "smiles": "CNC(=NC#N)NC", "homo_ha": -0.3403, "total_charge": 0}


What should be chosen as the most stable of them? Choose run ii.


Run i
{"formula": "C5H8ClN", "method": "the ωB97M-V functional and the def2-TZVPD basis", "species": ["C", "C", "C", "C", "C", "N", "Cl", "H", "H", "H", "H", "H", "H", "H", "H"], "xyz": [[-2.257, -1.471, 0.335], [-1.908, -0.354, -0.250], [0.221, 0.108, -0.032], [0.996, -1.060, -0.413], [1.440, 2.067, 0.391], [0.315, 1.282, 0.149], [-2.823, 0.687, -1.183], [-3.224, -2.035, 0.109], [-1.515, -1.834, 1.052], [1.422, -1.633, 0.450], [1.897, -0.910, -1.038], [0.340, -1.782, -0.928], [2.023, 1.642, 1.177], [1.256, 3.050, 0.782], [1.817, 2.244, -0.600]], "homo_ha": -0.2899, "total_charge": 0}


Run ii
{"formula": "C5H8ClN", "method": "the ωB97M-V functional and the def2-TZVPD basis", "species": ["Cl", "C", "C", "C", "C", "N", "C", "H", "H", "H", "H", "H", "H", "H", "H"], "xyz": [[3.407, -0.061, -0.278], [1.846, -0.201, 0.520], [0.536, 0.569, 0.511], [-0.575, 1.225, -0.226], [-1.586, -0.043, -0.294], [-0.731, -1.372, 0.133], [0.596, -0.816, -0.111], [2.111, -0.541, 1.538], [0.444, 0.617, 1.596], [-0.190, 1.646, -1.182], [-1.033, 1.986, 0.379], [-2.520, -0.075, 0.421], [-2.173, -0.212, -1.223], [-0.952, -2.048, -0.483], [0.819, -0.673, -1.301]], "smiles": "Cl[C@H]1[C@H]2CCN[C@H]12", "homo_ha": -0.3312, "total_charge": 0}


What should be chosen as the most stable of them? Choose run i.